The molecule C5H12NO3P at a distorted geometry, computed with ωB97M-V with the def2-TZVPD basis set.

Geometry as XYZ:
```
22
Properties=species:S:1:pos:R:3:forces:R:3
C -0.40388 -0.20947 -0.50785 0.05 0.92 0.15
C -0.60851 1.20998 0.10617 0.29 0.46 -0.67
C 0.73732 -0.89692 1.67202 -0.30 1.25 -0.05
H 1.60984 -1.31075 2.18180 0.05 -0.05 -0.41
H -1.04595 0.96647 -2.79194 0.70 -0.06 0.38
C -0.61893 1.16679 1.62403 -0.55 -0.92 -0.10
H -1.49226 1.75520 -0.32982 0.53 -0.91 0.52
O -0.10968 -1.25280 -3.12923 -1.31 -0.17 0.42
H -1.54987 0.65586 1.92439 0.18 -0.15 0.14
H 0.24368 1.84622 -0.17193 0.12 -0.25 -0.11
H -1.74917 -1.76850 -0.76245 0.71 1.59 0.58
H 0.81577 -1.94974 -0.21765 -0.05 -0.41 -0.06
O 1.41763 0.45129 -2.68362 0.46 1.68 0.61
H 0.64228 0.58820 3.13054 -0.01 -0.15 -0.34
H -0.69725 2.16452 2.02075 0.22 0.46 0.16
C 0.80122 -0.93151 0.14633 0.44 0.41 -0.16
H -0.12124 -1.48579 1.94251 -0.61 -0.41 0.46
N 0.59918 0.51461 2.11571 -0.08 -0.16 -0.05
O -1.65841 -0.88302 -0.29841 0.22 -1.00 -0.94
H 1.74857 -0.48176 -0.19859 -0.42 0.06 0.09
P -0.06480 0.01657 -2.33928 -1.25 -2.18 -0.53
H 1.50446 -0.16546 -3.43349 0.63 -0.01 -0.07
```
Forces are in eV/Å.

**Total charge**: 0
**SMILES string**: O=[P@H](O)C1(O)CCNCC1
**Electronic energy**: -22301.73929 eV
**HOMO-LUMO gap**: 9.857 eV


A structure of composition C28H37AlBBrCl3GeN7O2S3, computed with ωB97M-V with the def2-TZVPD basis set.

Geometry as XYZ:
```
84
Properties=species:S:1:pos:R:3:forces:R:3
H 1.50922 -2.18016 3.93396 -0.01 -0.02 -0.01
H 1.70314 -1.98263 -3.36356 -0.05 -0.02 0.04
C -3.94414 -2.21592 2.24005 -0.08 -0.10 0.05
C -0.08562 -1.27915 6.74386 0.04 0.07 0.05
H -0.20549 -4.01397 1.86239 0.07 -0.06 0.05
H 0.79654 3.85338 -0.90892 0.00 0.01 0.00
N -0.14619 1.07525 5.00781 0.17 -0.11 0.00
C 6.36858 0.53317 -1.09701 0.11 0.00 0.05
H -4.75770 0.22900 1.81755 0.02 -0.08 0.04
H 4.00872 5.05802 2.33156 0.01 0.00 0.00
H 2.83567 0.69886 4.42321 0.00 -0.07 -0.02
C 3.21140 0.60148 3.40051 0.02 0.05 -0.06
H -0.53457 -0.35305 7.09392 0.02 -0.04 0.01
H -4.82868 -2.01674 2.81781 0.04 0.05 0.01
C 5.42080 0.39722 -0.10102 -0.06 0.00 0.04
C 4.66765 0.58616 -2.76536 0.03 0.01 -0.04
H 0.34286 2.18222 -0.52686 -0.04 0.02 -0.12
Cl -3.03228 4.88281 -2.24221 -0.02 -0.05 0.12
S 1.78321 -2.56694 0.42858 -0.16 0.40 0.27
H -0.14665 2.47650 3.42406 -0.01 -0.01 0.01
S -0.66438 -0.67564 3.09618 -0.29 -0.22 0.17
C 3.66602 2.99900 2.85081 0.09 0.02 0.09
C 3.69211 0.42211 -1.78603 -0.06 -0.06 0.03
H 0.17779 -3.05340 4.69544 -0.01 0.03 -0.03
C 1.62432 3.09582 0.92150 0.10 -0.08 -0.11
C -3.90526 0.05052 1.16709 -0.03 0.38 -0.12
H -0.87347 -2.04083 6.68418 0.00 0.01 -0.01
H 2.78124 -2.57440 -2.08593 -0.03 0.00 0.01
C -0.80911 2.09505 4.20485 -0.12 0.00 0.00
O 1.98164 0.50605 -3.41086 0.03 -0.07 -0.07
C 4.08064 0.34225 -0.45346 -0.04 -0.04 -0.15
H -1.56132 -5.24648 1.05525 -0.15 -0.03 0.02
Ge -2.82515 2.84253 -1.21422 -0.14 0.00 0.00
Al 0.68233 -0.45795 0.19255 0.03 -0.50 0.26
O 1.36553 -0.07172 -1.36642 0.21 0.28 -0.43
H 2.71245 -0.24703 2.93479 -0.01 0.00 0.03
H 2.36063 -3.63395 -3.44998 0.00 -0.02 0.04
C 1.89244 1.85393 1.61651 -0.31 -0.02 0.20
H -1.95253 -4.90599 -1.56218 0.02 0.00 0.02
C -0.06510 -0.20237 4.57380 -0.09 0.15 -0.16
H -1.69029 1.68306 3.72345 -0.01 0.00 -0.02
C 1.99338 -2.85630 -2.78056 0.17 0.13 -0.15
N -0.43376 -3.96380 -0.38534 0.20 -0.01 -0.03
H -4.21490 0.20047 0.13589 -0.02 -0.03 -0.02
C 0.69757 1.58422 6.07366 -0.01 0.12 0.06
H 5.70808 0.32623 0.93906 0.06 0.02 -0.02
H 4.35814 0.66623 -3.79875 -0.04 -0.01 0.02
C -2.32752 -1.83352 0.78508 0.01 0.01 0.11
N -3.41804 -1.29768 1.37492 0.15 -0.25 0.02
H 1.45127 0.84862 6.34206 -0.02 0.01 0.00
H -0.30549 -4.15169 -3.64272 0.01 -0.01 0.01
C 2.25504 0.30064 -2.24712 -0.16 0.11 0.11
C -1.01100 -4.38641 -1.55643 -0.02 -0.04 -0.07
C 6.01022 0.63951 -2.43019 -0.01 0.01 0.00
H -3.12459 0.77388 1.39714 0.01 -0.03 0.04
C -3.16634 -3.32075 2.15742 -0.04 0.01 0.10
C 0.54169 3.16210 -0.10589 -0.01 0.03 0.13
C 0.70646 -3.32855 -0.68509 0.05 -0.16 -0.12
N 0.87025 -3.36860 -2.02507 -0.16 -0.15 0.14
H -0.38986 3.50716 0.35150 0.00 -0.01 0.01
Cl -3.07356 3.54917 1.02890 0.01 -0.01 -0.13
C -0.20691 -4.02424 -2.57958 -0.06 0.06 -0.05
C 3.41669 4.17179 2.14071 -0.08 -0.04 -0.01
H 1.70438 -2.81038 5.58400 -0.02 0.02 0.01
C 2.93576 1.85450 2.61826 0.03 -0.01 0.06
H 0.11102 1.83734 6.96238 0.02 0.01 0.00
S -1.47710 -0.96111 -0.46029 0.20 0.06 -0.06
H -1.10967 2.91375 4.85916 0.05 -0.01 0.01
H -3.22630 -4.25517 2.68583 -0.01 -0.01 -0.05
B -1.04557 -4.15692 1.02399 0.13 0.01 -0.02
N -2.16865 -3.08342 1.24862 -0.14 0.20 -0.11
H 4.28412 0.40556 3.46387 0.00 0.02 0.02
H 1.19541 2.49314 5.72878 0.01 -0.01 -0.03
Br 8.21266 0.56608 -0.62777 -0.05 0.02 -0.01
H 4.45540 2.98484 3.59587 0.00 -0.01 -0.01
H 2.21650 5.11965 0.63662 -0.01 -0.01 0.01
N 0.54753 -1.09565 5.44563 0.03 -0.08 -0.11
H 3.34167 0.24722 0.32466 -0.07 -0.09 0.05
N 1.24174 0.74289 1.36183 0.50 0.12 -0.30
C 2.40332 4.20478 1.18775 -0.02 0.06 0.00
Cl -5.02684 2.14968 -1.49557 0.07 0.07 0.00
C 1.00346 -2.35765 4.87890 0.02 0.00 0.05
H 6.76853 0.76021 -3.19124 0.00 -0.01 0.00
H 0.66099 -1.60671 7.46960 -0.04 0.00 0.04
```
Forces are in eV/Å.

**Total charge**: -1
**<S²>**: 0.80
**Electronic energy**: -248079.58859 eV
**HOMO-LUMO gap (spin up / spin down)**: 7.112 / 6.075 eV
**2S+1**: 2


The molecule C5H8O2S at a distorted geometry, computed with ωB97M-V with the def2-TZVPD basis set.

Geometry as XYZ:
```
16
Properties=species:S:1:pos:R:3:forces:R:3
H -0.44157 1.40606 -1.34071 -0.13 -0.07 -0.47
O 1.50591 1.22373 -1.96656 -1.55 0.09 -0.23
C -0.30922 -0.97979 0.26058 0.35 1.04 0.74
S -0.61579 1.51266 1.76087 -0.16 0.18 0.18
C 0.52955 0.90882 -1.30324 1.95 0.29 1.45
H -1.63000 -1.33001 -1.34651 -0.18 0.22 0.29
H -2.35374 -1.51200 0.25391 0.02 0.46 -0.17
H 0.43439 2.28270 2.14218 -0.20 -0.37 -0.26
H 0.94588 -0.37601 1.97313 -0.33 0.31 -0.52
C 0.82345 -0.07260 -0.16749 0.43 -0.23 -1.40
O 2.14135 -0.50667 -0.30383 -0.13 -0.09 0.05
C -1.66914 -0.88401 -0.33620 -0.46 -0.53 -0.69
H -2.04895 0.12864 -0.42661 -0.17 0.05 0.11
H 2.52973 0.11245 -0.96778 -0.24 -0.50 0.36
H -0.12654 -1.98358 0.55655 0.82 -0.62 0.15
C 0.28470 0.06961 1.21172 -0.03 -0.22 0.40
```
Forces are in eV/Å.

**Total charge**: 0
**SMILES string**: C[C@@H]1[C@H](S)[C@]1(O)C=O
**Electronic energy**: -20243.33741 eV
**HOMO-LUMO gap**: 9.634 eV


A cluster of 12 separate species, C24H72O12S12 in total at a distorted geometry, computed with ωB97M-V with the def2-TZVPD basis set.

Geometry as XYZ:
```
120
Properties=species:S:1:pos:R:3:forces:R:3
H 4.78306 -3.90265 -0.43235 0.25 0.40 0.09
H 3.22206 -1.95865 -0.56735 0.22 1.20 1.72
H 2.08406 -4.33265 0.32465 -0.12 0.35 1.09
H -4.69994 2.34935 1.64865 0.06 0.28 -0.04
S -2.76594 3.43235 0.65065 0.42 2.08 -1.72
H -2.29994 -5.22865 -1.31935 -0.75 2.11 -2.50
C 5.43706 -3.44865 -1.19335 -0.66 -1.46 0.27
O 3.31706 6.60435 1.34965 -1.42 0.48 -0.86
H 3.21206 -3.39765 1.35065 0.02 -0.47 0.16
H 1.76706 -5.48965 3.91365 1.55 0.20 -0.34
O 4.52006 -5.71265 1.64365 -1.11 0.22 0.10
O 0.76406 3.90735 4.39865 1.29 -1.86 -0.03
H -1.52094 -6.63665 -0.96635 0.75 -1.54 -0.21
S -0.64394 -4.86465 0.34865 -0.25 -0.74 1.38
C 1.26406 5.08335 1.05165 -0.44 -0.72 -0.87
H 1.33706 4.90135 2.08965 0.07 0.24 1.41
H 5.05006 -1.97265 1.42265 -0.40 -2.06 -1.87
H -2.87494 4.92835 -2.84735 0.38 -0.01 0.20
H -0.97494 0.73935 -1.50535 -0.80 0.85 -0.76
H -2.35294 0.33335 1.88165 -0.74 0.00 -0.25
H 6.34506 -3.02065 -0.74635 -0.59 0.38 -0.36
S 0.01606 0.78835 -4.45435 1.52 -0.58 0.38
C 2.89106 -5.47665 3.66665 -3.57 3.46 -0.50
H 5.74606 -4.33865 -1.75535 0.07 0.34 -0.19
C -3.87794 4.52935 -2.83635 0.30 0.39 -1.94
H 1.67306 -3.78465 2.06565 -1.06 0.11 0.10
H -4.27394 -3.20865 2.27665 -0.03 -0.69 -0.34
H 0.23406 5.01435 0.74765 -0.57 0.12 -0.21
S -4.43094 -0.89365 2.02665 -0.97 2.42 1.65
H -2.14294 0.35435 -5.43735 1.05 -0.74 0.31
H -2.29994 -3.11165 0.88265 -0.08 -0.32 0.08
C 0.56006 1.25535 -6.07235 -2.20 0.48 -1.34
H -0.33694 1.42135 4.74965 0.18 0.15 -0.27
H 1.00206 0.35035 4.40665 0.32 -0.18 -0.30
H 3.76506 3.06335 3.62665 0.49 0.74 0.31
S 0.85406 0.86935 -0.15835 0.23 1.39 0.97
C -4.67494 -2.43565 2.90265 3.41 0.66 -0.25
S 1.61806 2.64335 4.65865 -0.52 2.66 1.36
H -3.83794 1.35135 0.56565 0.47 -0.71 -0.20
H -0.09594 7.69035 1.16665 -0.30 -0.25 -0.18
H 1.17606 7.64935 2.43565 -0.29 -0.03 0.39
H -1.10494 -0.37765 -0.12035 -0.25 -0.16 -0.16
H -5.60994 -1.72765 -4.76435 0.33 0.09 0.93
S 5.66106 0.15335 1.61865 1.97 2.08 2.19
H 3.93006 -1.16665 2.59765 0.54 -0.05 -0.59
O 4.21606 -3.42165 -3.58835 0.12 1.06 1.72
C -4.18194 2.35735 0.68365 -0.36 -0.80 1.94
O -3.35894 4.82335 0.43965 0.38 -0.82 0.15
S -3.84994 2.82235 -3.34835 0.31 -0.23 0.34
H 2.45006 -1.45265 -2.16235 -0.46 1.20 -0.06
H 7.98106 0.13335 0.60665 -1.21 -0.56 0.06
H 7.06506 -1.51865 0.52065 0.21 0.94 -0.13
H 0.00906 -0.79265 -1.59635 -1.10 1.12 1.02
H -5.81794 -0.36265 -3.52335 0.72 -1.16 -0.62
S 3.03106 -5.70765 1.94665 1.75 -1.44 -1.12
C -2.95394 3.01435 -4.88235 0.11 -0.07 0.11
H 1.29206 -1.36365 0.55565 -0.25 -1.03 -0.46
H 2.18206 -3.06565 -1.47135 1.61 1.16 -0.37
O -2.89994 2.15035 -2.39235 -0.34 -0.11 -0.36
O 5.97506 0.98335 2.88965 -0.65 -1.11 -2.19
H -4.50594 5.16435 -3.47135 -0.01 -0.38 -0.13
C -1.39094 -3.22865 0.30565 0.58 -0.12 -1.00
H 1.76906 4.23435 0.57565 0.17 0.54 -0.24
S 4.46406 -2.48565 -2.40435 0.80 -0.87 -1.95
H -3.42094 -1.33865 -0.84935 0.02 0.62 0.53
H 3.33606 -6.16165 4.24765 1.80 -2.86 1.57
O 1.17206 -0.04165 -3.93835 -1.09 0.13 0.18
C 4.95906 -1.33465 2.21965 -0.14 0.45 2.98
H -1.11294 -1.17765 -5.38635 0.62 -0.49 -1.07
H 0.40906 1.53635 3.08665 -0.25 -0.65 0.43
O 0.17006 1.96635 0.64165 0.73 -0.84 -0.28
H -1.51794 -2.93365 -0.75435 -0.13 -0.27 0.42
H 0.65906 0.44235 -6.79935 0.12 -0.17 0.51
H 0.40206 -0.33165 1.76065 -0.22 -0.47 -0.14
H -1.85694 2.48135 2.59965 0.23 -1.87 0.06
H -2.80494 -5.94865 0.11065 1.50 0.00 -0.48
H -2.90894 3.67635 2.92665 -1.68 1.42 1.80
C -3.71794 -0.82065 -1.75335 -0.23 1.35 0.33
H -1.16994 3.92335 2.46765 0.35 1.28 -0.34
C 7.27306 -0.58865 1.09265 0.88 -0.69 0.85
H 7.84906 -0.95265 1.99465 -0.96 0.54 -0.53
C -2.11594 3.45935 2.31565 -0.01 -1.50 -1.19
H -0.57394 -2.62965 0.67865 -0.06 0.49 0.44
H 3.32706 -4.49965 3.88965 -0.13 0.04 0.20
H -3.10694 2.20535 -5.54235 -0.64 -1.25 -0.50
H -3.30194 3.85835 -5.42235 -0.17 1.10 -0.28
S 1.99006 6.62635 0.58165 2.69 -1.11 -0.36
C -2.69994 -0.60765 2.32865 0.87 0.79 0.54
H -4.25094 -0.62165 -4.39235 -0.46 -0.30 0.20
S -4.45294 -2.11065 -2.66635 1.41 -2.37 -1.67
H -5.63394 -2.60165 3.20665 -2.77 -0.18 0.30
C 0.58406 1.31935 4.16065 -0.84 0.09 -0.76
H 1.47106 1.79635 -5.97435 0.62 0.49 0.12
H 5.53806 -1.74365 3.08565 -0.21 0.48 -0.73
H -4.92994 2.48435 -0.07735 0.16 0.84 -0.61
H -2.41094 -0.45665 3.39965 -0.64 -0.78 -0.67
C 2.40406 -4.14665 1.37965 0.88 0.43 -1.17
H 2.45306 2.74635 2.52365 -1.37 1.36 -3.04
H -2.15394 -1.34565 1.79865 0.83 -0.94 0.05
H 2.11806 -0.34065 1.65765 0.43 0.68 -0.31
C 2.92906 -2.16865 -1.54235 -1.37 -3.41 -1.11
C 0.95706 7.77435 1.38165 0.35 1.90 0.85
C -1.89194 -5.75265 -0.55235 -1.68 -0.65 3.24
H 3.14606 1.50535 3.29465 0.47 -1.28 0.37
H -4.27594 4.53535 -1.87835 -0.54 0.07 2.00
O -5.02594 0.19535 2.91865 -0.08 -1.17 -1.07
C 2.87706 2.52335 3.41165 0.20 -0.97 1.82
H -0.27494 1.90935 -6.46535 1.03 -0.32 0.24
H -2.85694 -0.47665 -2.28835 0.65 -0.08 -0.34
H -4.05094 -2.37365 3.78365 0.12 -0.04 0.37
C 1.22606 -0.42965 1.05065 -0.42 0.74 0.69
C -0.48494 0.01135 -0.92135 1.72 -2.17 -0.57
O -3.28494 -2.79965 -3.42635 -1.26 0.56 1.61
H 1.31106 8.81535 1.11765 -0.33 -1.21 0.05
H -1.89194 3.00635 -4.72835 0.55 0.55 0.57
H -4.30794 0.13335 -1.66335 0.16 -1.28 0.50
C -5.11394 -1.16065 -3.94535 -1.41 2.64 -1.26
H -1.82094 -0.62665 -4.00535 0.01 0.28 0.39
O -0.67094 -5.36065 1.79665 0.02 0.75 -1.68
C -1.35194 -0.25765 -4.91235 -1.51 0.67 0.38
```
Forces are in eV/Å.

**Total charge**: 0
**Electronic energy**: -180634.54062 eV
**HOMO-LUMO gap**: 8.128 eV


Energy relative to the best compared isomer or geometry (same formula, charge and spin) across the listed records, respectively: 0.0, 0.0, 36.7, 88.0 kcal per mole.